Entry 1:
C54H73BN3O3PdSiTe as an isolated structure, computed with wB97M-V/def2-TZVPD.

Each line ends with the Mulliken spin population.
Cartesian coordinates (Å):
Pd 1.01118 -1.06210 0.35199  1.011
C 2.91696 -1.72890 1.17014  0.634
Si 3.80891 -0.16344 0.64652  0.048
C 3.47725 -0.06641 -1.24544  0.008
N 2.03696 0.08870 -1.60098  -0.013
C 1.48730 1.42773 -1.25553  0.105
C 2.03587 2.56192 -2.12266  0.017
C 2.01474 2.16539 -3.61695  0.007
C 1.15902 0.91347 -3.82990  0.004
C 1.74524 -0.24511 -3.02597  0.020
C 3.33829 1.34133 1.50375  0.293
C 2.15682 1.41918 2.34807  0.170
C 1.79543 2.58097 2.97860  -0.186
C 2.55564 3.77674 2.81298  0.495
C 3.70049 3.73805 1.95541  -0.089
C 4.08429 2.58236 1.32793  0.162
C 5.67177 -0.45057 0.79691  0.033
C 6.46682 0.29074 1.67186  0.010
C 7.83119 0.03703 1.78972  0.004
C 8.42141 -0.98488 1.05739  0.005
C 7.64234 -1.75633 0.20623  0.002
C 6.28155 -1.48984 0.08211  -0.002
H 2.85916 -1.97885 2.22551  -0.010
H 3.09709 -2.60722 0.55012  0.029
H 3.83044 -1.00193 -1.69829  -0.005
H 4.09121 0.74377 -1.67685  0.004
H 1.69570 1.64770 -0.21447  -0.038
H 0.41455 1.37495 -1.39050  0.024
H 3.04365 2.82066 -1.79760  0.010
H 1.41238 3.44303 -1.94930  -0.011
H 3.02952 1.94618 -3.96198  0.000
H 1.63537 2.98910 -4.22799  0.000
H 1.15939 0.62784 -4.88517  0.001
H 0.11567 1.10348 -3.54807  -0.002
H 2.68137 -0.53950 -3.50574  0.004
H 1.07963 -1.09693 -3.06848  -0.019
H 1.55067 0.52290 2.49886  0.034
H 0.92272 2.58698 3.62224  -0.050
H 2.27027 4.69394 3.31940  0.053
H 4.28255 4.64294 1.79779  0.000
H 4.95850 2.59870 0.67470  0.046
H 6.01136 1.07894 2.26534  0.018
H 8.43469 0.63829 2.46088  0.000
H 9.48323 -1.18420 1.15595  0.000
H 8.09249 -2.56554 -0.36123  0.001
H 5.68044 -2.10065 -0.59326  0.002
C 0.63628 -5.46592 0.40019  0.007
N 1.68676 -4.92799 -0.44761  0.000
C 2.98505 -5.42608 -0.01868  0.000
C 1.44223 -5.22791 -1.83984  0.002
C 0.39935 -4.42664 -2.62768  0.020
C 0.12961 -4.94441 -3.88958  -0.003
C -0.69969 -4.31632 -4.79699  0.004
C -1.30667 -3.12417 -4.44402  0.012
C -1.08406 -2.58652 -3.19317  0.012
C -0.24372 -3.22259 -2.27980  0.042
H 0.70004 -6.56479 0.47650  0.000
H -0.33956 -5.21408 -0.01540  0.002
H 0.71607 -5.03658 1.40053  -0.007
H 3.06430 -6.52394 -0.10324  0.000
H 3.14787 -5.14974 1.02488  0.000
H 3.78019 -4.97964 -0.61942  0.000
H 1.17581 -6.29436 -1.95028  0.000
H 2.38945 -5.09439 -2.36486  0.000
H 0.60796 -5.88122 -4.16474  0.000
H -0.85957 -4.74767 -5.77930  0.000
H -1.95078 -2.59704 -5.13947  0.000
H -1.54002 -1.65213 -2.91289  -0.010
C -1.93535 -3.30512 3.94493  0.002
C -0.75550 -2.34080 3.99644  -0.004
C 0.13562 -2.70761 5.16673  0.001
O 0.01473 -2.54413 2.78044  -0.138
B -0.08115 -1.42480 1.99779  -0.422
O -0.85336 -0.44076 2.56644  0.087
C -1.16562 -0.81447 3.92758  0.002
C -0.34247 0.07561 4.84019  0.017
C -2.64362 -0.54194 4.14968  -0.004
H -1.54685 -4.31520 3.79800  0.000
H -2.60584 -3.07633 3.11445  0.001
H -2.50142 -3.28144 4.87885  0.000
H 0.37237 -3.77206 5.10057  0.000
H -0.37155 -2.52706 6.11896  0.000
H 1.07292 -2.15169 5.14738  0.000
H 0.72741 -0.03552 4.65421  0.003
H -0.55156 -0.15011 5.88743  -0.001
H -0.60245 1.11821 4.64907  -0.004
H -3.25569 -1.01914 3.38042  -0.001
H -2.81917 0.53575 4.09552  0.001
H -2.96249 -0.90066 5.13068  -0.001
C -1.99977 -2.55567 0.28442  0.145
C -0.88109 -1.76110 -0.36419  0.393
O 0.01425 -2.68951 -1.00821  0.017
N -1.18366 -0.58344 -1.06130  0.994
Te -2.31790 0.89259 -0.07019  0.599
C -3.73634 2.37769 0.90728  0.399
C -3.29127 3.13872 1.98116  -0.142
C -1.90837 3.01640 2.57000  -0.011
C -4.17281 4.07652 2.52433  0.010
C -5.45931 4.24018 2.03797  -0.005
C -6.40585 5.24239 2.64813  0.001
C -5.87301 3.43604 0.97964  0.028
C -5.03069 2.49506 0.39879  -0.048
C -5.54194 1.65259 -0.75079  0.044
C -2.45821 1.80583 -1.96127  0.074
C -1.87746 3.06887 -2.13418  -0.114
C -1.33647 3.87802 -0.97452  0.087
C -1.81469 3.60760 -3.41610  -0.001
C -2.31110 2.93064 -4.51874  0.007
C -2.18711 3.49313 -5.90961  -0.001
C -2.93489 1.70928 -4.30775  -0.007
C -3.03109 1.13051 -3.04562  0.012
C -3.81851 -0.15994 -2.93233  0.017
H -1.60495 -3.31140 0.95836  0.001
H -2.56245 -3.05116 -0.51525  -0.013
H -2.67304 -1.89670 0.82797  -0.005
H -1.46214 2.04082 2.38505  0.059
H -1.94256 3.17584 3.64716  -0.006
H -1.23543 3.77094 2.15365  0.013
H -3.83395 4.68409 3.35856  0.003
H -5.91402 5.82805 3.42521  0.000
H -7.26581 4.73834 3.09473  0.000
H -6.78618 5.92866 1.88876  0.000
H -6.88612 3.53338 0.59820  0.005
H -6.62983 1.60074 -0.73613  0.001
H -5.14970 0.63651 -0.70265  0.002
H -5.23317 2.08175 -1.70844  -0.001
H -0.67471 3.28530 -0.33567  -0.001
H -2.15769 4.23706 -0.34998  -0.001
H -0.77855 4.74227 -1.32917  0.000
H -1.35675 4.58224 -3.55189  0.000
H -1.76950 4.49978 -5.89809  0.000
H -3.15993 3.52856 -6.40373  0.000
H -1.53546 2.86168 -6.51743  0.001
H -3.37539 1.18751 -5.15532  0.001
H -3.46241 -0.90190 -3.64666  0.001
H -4.86829 0.03403 -3.15756  0.003
H -3.76211 -0.59602 -1.94158  -0.008

Results
⟨S²⟩ = 8.81
Total charge = 0
E = -3201.46598 a.u.
Highest occupied orbital energy (spin up / spin down) = -2.87 / -6.65 eV
Spin multiplicity = 6
E_LUMO (spin up / spin down) = 0.18 / -2.92 eV

=====

Entry 2:
A 6-piece molecular cluster, C24H54N2O4 overall at a distorted geometry, computed with wB97M-V/def2-TZVPD.

Each line ends with the Mulliken spin population.
Cartesian coordinates (Å):
C 0.46903 0.73076 -1.80738  0.074
C 0.44263 0.69008 -0.22138  -0.002
N 1.74621 0.91254 0.43385  0.746
C 2.78488 -0.06095 0.11626  0.011
C 2.48340 -1.56830 0.18804  0.017
C 2.29150 2.27734 0.23959  0.019
C 1.43204 3.38126 1.04229  0.037
H 0.49947 1.75996 -2.16503  0.003
H -0.47383 0.24882 -2.06595  0.005
H 1.21869 0.07867 -2.25557  0.000
H -0.15508 1.44032 0.29630  -0.004
H -0.04318 -0.18235 0.21562  0.008
H 3.07914 0.09678 -0.92135  0.051
H 3.67962 0.05514 0.72785  0.009
H 3.13780 -2.18259 -0.43043  -0.001
H 2.59397 -2.02075 1.17351  0.003
H 1.49017 -1.86365 -0.15013  -0.001
H 2.35408 2.52274 -0.82058  0.025
H 3.34401 2.36559 0.50889  0.006
H 1.41373 3.07577 2.08844  -0.005
H 0.40828 3.49641 0.68628  0.000
H 1.89784 4.36621 1.01078  -0.004
C -6.69821 1.38404 -3.83647  0.000
C -5.78080 2.37522 -3.18937  0.000
N -5.02294 1.91530 -2.01512  0.000
C -3.87078 2.81646 -1.70047  0.000
C -2.56785 2.19573 -2.27987  0.000
C -5.78269 1.56317 -0.81645  0.000
C -6.78205 2.63826 -0.48108  0.000
H -6.76994 1.64601 -4.89208  0.000
H -7.70576 1.43273 -3.42346  0.000
H -6.37901 0.36932 -3.59866  0.000
H -4.96237 2.49570 -3.89913  0.000
H -6.23683 3.32466 -2.90885  0.000
H -4.03027 3.85487 -1.99091  0.000
H -3.66590 2.85681 -0.63066  0.000
H -1.71847 2.62050 -1.74487  0.000
H -2.62948 1.11904 -2.12166  0.000
H -2.47261 2.40770 -3.34481  0.000
H -5.02853 1.33734 -0.06256  0.000
H -6.29788 0.63682 -1.07049  0.000
H -7.09007 2.72379 0.56099  0.000
H -7.64860 2.56866 -1.13862  0.000
H -6.51120 3.66822 -0.71329  0.000
C 6.40990 3.41475 -2.08139  0.000
C 5.84474 2.06649 -2.17568  0.000
O 4.86632 1.83968 -2.91879  0.001
C 6.46350 1.00474 -1.31533  0.000
H 6.36218 3.94449 -3.03282  0.000
H 7.44679 3.48814 -1.75345  0.000
H 5.72604 3.97087 -1.44016  0.000
H 7.49034 1.35449 -1.42188  0.000
H 6.44204 -0.03496 -1.64192  0.001
H 6.13187 1.20258 -0.29602  0.000
C 3.38288 -5.80485 1.26392  0.000
C 4.41997 -6.87641 1.54576  0.000
O 5.59812 -6.64272 1.30180  0.000
C 4.01612 -8.20505 2.20470  0.000
H 3.74173 -4.77642 1.22329  0.000
H 2.48278 -5.86399 1.87583  0.000
H 2.90770 -5.92384 0.29019  0.000
H 4.49340 -8.28830 3.18111  0.000
H 4.39031 -9.00666 1.56792  0.000
H 2.94287 -8.19339 2.39466  0.000
C -1.97304 2.64573 2.59144  -0.003
C -1.57369 3.91034 3.38927  0.000
O -0.66559 4.61277 3.05459  0.000
C -2.33004 4.30583 4.60166  0.000
H -2.18383 1.71592 3.11975  0.000
H -1.08723 2.35954 2.02439  0.002
H -2.78154 2.95328 1.92823  0.000
H -1.57241 4.72359 5.26466  0.000
H -2.89765 3.47606 5.02285  0.000
H -3.07264 5.03957 4.28821  0.000
C -0.13452 -4.41046 1.85772  0.000
C -0.07053 -5.37340 0.70277  0.000
O 0.44195 -5.14830 -0.43707  0.000
C -0.34528 -6.86769 1.15317  0.000
H -1.04243 -3.84268 1.65419  0.000
H 0.66703 -3.67256 1.89163  0.000
H -0.13108 -4.96071 2.79862  0.000
H -0.51522 -6.94766 2.22687  0.000
H 0.49477 -7.49154 0.84783  0.000
H -1.22880 -7.26740 0.65546  0.000

Results
⟨S²⟩ = 0.75
Total charge = +1
E = -1356.89772 a.u.
Highest occupied orbital energy (spin up / spin down) = -10.10 / -10.10 eV
Spin multiplicity = 2
E_LUMO (spin up / spin down) = -2.27 / -6.81 eV

=====

Entry 3:
An isolated ion of composition C5H12NO and charge +1, computed with wB97M-V/def2-TZVPD.

Each line ends with the natural charge from an NBO analysis.
Cartesian coordinates (Å):
N 1.39941 2.15381 -0.99288  -0.679
C 1.35547 0.71319 -0.63764  -0.110
C 0.34396 -0.03373 -1.03280  -0.077
C 0.08798 -1.44710 -0.69076  -0.455
C -1.08618 -1.61362 0.30304  -0.409
C -0.89079 -0.78500 1.55763  -0.074
O -1.10626 0.59645 1.28106  -0.756
H 0.53960 2.48246 -1.45500  0.449
H 2.20221 2.34884 -1.59560  0.443
H 1.54515 2.73214 -0.15088  0.447
H 2.19608 0.42815 -0.01355  0.232
H -0.43277 0.47765 -1.59590  0.209
H 0.96596 -1.97693 -0.31759  0.226
H -0.12353 -2.01651 -1.61072  0.248
H -1.05217 -2.67207 0.53470  0.233
H -2.01911 -1.36295 -0.19709  0.217
H 0.13901 -0.89404 1.91005  0.170
H -1.53888 -1.12209 2.36816  0.196
H -1.91735 0.89531 1.71115  0.489

Results
Total charge = +1
E = -327.42909 a.u.
Highest occupied orbital energy = -13.79 eV
Spin multiplicity = 1
E_LUMO = -3.52 eV
SMILES string = [NH3+]/C=C/CCCO

=====

Entry 4:
A 4-piece molecular cluster, C17H34BClNO8S4 overall at a distorted geometry, computed with wB97M-V/def2-TZVPD.

Each line ends with the natural charge from an NBO analysis.
Cartesian coordinates (Å):
C -0.65435 1.95858 -5.26395  -1.017
B -1.88780 2.24489 -4.36166  0.825
O -2.41206 3.43427 -4.14102  -0.821
S -2.78006 0.90599 -3.35947  0.624
C -4.43376 1.56016 -2.96504  -0.572
C -5.35304 1.48984 -4.13443  0.080
N -5.66362 2.50117 -4.80689  -0.530
C -3.05906 -0.56900 -4.35611  -0.645
C -1.77265 -1.08816 -4.96493  0.516
O -1.44761 -0.82668 -6.08885  -0.452
Cl -0.80919 -2.09064 -3.90778  0.001
H -0.11064 1.10533 -4.88322  0.252
H -0.91953 1.72344 -6.28328  0.286
H 0.01374 2.80212 -5.24010  0.260
H -1.87151 4.10375 -4.56952  0.522
H -4.79267 0.89716 -2.19902  0.294
H -4.31153 2.55170 -2.57616  0.296
H -5.74466 0.50918 -4.36822  0.162
H -6.31541 2.22037 -5.53304  0.353
H -3.45756 -1.30689 -3.67685  0.281
H -3.77261 -0.44263 -5.14800  0.271
C 2.66260 -3.17295 0.15700  -0.405
C 1.97251 -3.05044 -1.20976  -0.404
C 1.16709 -1.74346 -1.19699  -0.686
S 2.01523 -0.64205 -0.06082  2.177
O 1.14138 -0.39465 1.06191  -0.970
O 2.61233 0.44124 -0.79667  -0.932
C 3.27869 -1.80502 0.43913  -0.674
H 3.41727 -3.95614 0.16069  0.240
H 1.92520 -3.41342 0.92524  0.218
H 2.72694 -3.00950 -1.99715  0.217
H 1.33072 -3.90573 -1.41649  0.228
H 1.13127 -1.27260 -2.17360  0.250
H 0.15774 -1.89469 -0.81750  0.233
H 3.52437 -1.64648 1.48747  0.269
H 4.15352 -1.62490 -0.18424  0.247
C -1.27952 -0.48287 2.02246  -0.403
C -2.58659 -0.25569 2.79654  -0.406
C -3.46625 0.67841 1.95213  -0.672
S -2.99392 0.38795 0.24770  2.160
O -2.39969 1.58962 -0.29414  -0.960
O -4.07432 -0.27597 -0.45974  -0.981
C -1.69637 -0.79308 0.58830  -0.671
H -0.69059 -1.29251 2.44659  0.244
H -0.66937 0.42151 2.04419  0.239
H -3.09628 -1.20949 2.94164  0.212
H -2.40313 0.16937 3.78048  0.238
H -4.52617 0.46574 2.06443  0.259
H -3.27314 1.72648 2.17123  0.256
H -0.89203 -0.66802 -0.13460  0.251
H -2.12978 -1.78992 0.50490  0.240
C 5.46604 1.05456 4.71547  -0.406
C 4.11124 1.72336 4.44155  -0.402
C 3.03840 0.62888 4.51804  -0.678
S 3.67388 -0.62115 5.64010  2.172
O 3.89190 -1.83431 4.89049  -0.954
O 2.90108 -0.62149 6.85330  -0.934
C 5.25512 0.16311 5.93580  -0.674
H 6.25210 1.78716 4.88838  0.231
H 5.75731 0.44471 3.85756  0.211
H 3.91795 2.48194 5.20182  0.212
H 4.09544 2.22020 3.47297  0.226
H 2.09528 1.00595 4.90313  0.251
H 2.87789 0.15193 3.55286  0.242
H 6.01915 -0.60045 6.05774  0.259
H 5.16309 0.75091 6.84798  0.244

Results
Total charge = +1
E = -3402.40061 a.u.
Highest occupied orbital energy = -11.90 eV
Spin multiplicity = 1
E_LUMO = -3.50 eV